[1]
{"formula": "C4H9NOS", "method": "ωB97M-V/def2-TZVPD", "gap_ev": [7.356, 8.661], "relative_energy_ev": 7.358, "elements": ["O", "H", "N", "C", "C", "H", "H", "C", "H", "H", "C", "H", "H", "H", "S", "H"], "coordinates": [[1.159354, 0.810721, -1.259579], [-0.988663, 0.295588, -1.361101], [1.920818, 0.340463, 1.147787], [2.460114, -1.306122, -0.801590], [-1.446204, -0.328302, 0.653550], [2.974645, -1.973610, -0.066277], [2.720648, -1.525161, -1.909789], [-1.898193, 0.105407, -0.729260], [-2.625093, -0.533257, -1.228058], [-1.810463, 1.864751, 0.751859], [-2.252177, 0.876755, 0.502862], [1.127241, 0.803254, 1.672534], [2.358321, 1.149774, 0.881846], [-3.301794, 0.948012, 0.794833], [1.241521, -0.294377, -0.315198], [-1.640073, -1.233894, 1.265584]], "forces_ev_per_a": [[-0.60, 0.79, -0.96], [-1.41, 0.64, 0.45], [-2.93, -1.72, 1.35], [2.58, -2.16, -1.24], [-1.07, -0.83, -0.08], [-0.78, 0.75, -0.59], [-0.94, 0.72, 2.05], [1.84, -1.43, -0.10], [-0.16, 0.31, 0.18], [0.07, -0.61, -0.60], [0.07, 1.89, 0.53], [0.51, -1.37, -0.56], [2.32, 2.36, -1.33], [0.11, -0.60, 0.04], [0.09, 0.52, 1.53], [0.30, 0.72, -0.66]]}

[2]
{"formula": "C6H11N2O3", "method": "ωB97M-V/def2-TZVPD", "charge": 1, "spin_multiplicity": 3, "s2": 2.01, "gap_ev": [5.165, 8.773], "elements": ["N", "H", "H", "H", "H", "C", "C", "O", "O", "C", "O", "H", "H", "H", "H", "H", "C", "C", "H", "H", "N", "C"], "coordinates": [[-1.090565, -0.818244, 1.876650], [-1.899372, -1.320031, 1.597154], [0.986769, 2.117498, -1.578874], [-0.146751, -1.267327, 2.182758], [-2.424747, -1.135967, -0.401032], [1.574336, 0.934888, -0.060818], [-0.832143, -0.109279, 0.541751], [2.807375, 0.349460, 0.178370], [1.341237, -1.002686, 1.058749], [0.640141, 0.137396, 0.514853], [3.500048, -1.420737, 1.425980], [-1.687398, -0.298055, -2.733061], [-2.538850, 0.690244, -1.637769], [2.629007, 2.277869, -1.078448], [-1.092541, -0.128309, 2.616767], [-0.928039, 0.873129, -1.869699], [2.648571, -0.730360, 0.945083], [-1.374153, -0.798675, -0.659787], [-1.367602, 0.988053, 0.668662], [-0.771183, -1.598947, -0.979532], [1.641207, 2.042547, -0.835630], [-1.615347, 0.217534, -1.772127]], "forces_ev_per_a": [[3.60, 0.73, -0.53], [-1.09, -1.40, 1.32], [-0.53, 0.33, -0.98], [-2.08, -0.64, -1.18], [1.08, -0.31, -0.30], [5.03, 3.36, -2.61], [1.00, 4.55, 0.88], [0.79, -0.05, 0.40], [-2.15, 1.16, -0.82], [-4.92, -4.71, 4.20], [-0.99, 1.03, -0.63], [0.00, -0.06, 0.12], [-1.35, 0.87, 0.34], [-1.36, -0.14, 0.13], [-1.41, 0.40, 0.22], [4.95, 4.59, -0.51], [2.95, -1.36, 0.45], [-2.99, 0.48, 0.32], [1.12, -2.66, -0.50], [0.71, -1.18, -0.23], [1.04, 0.26, 0.24], [-3.39, -5.26, -0.34]]}